# 1
{
  "formula": "C2ClF2OS",
  "method": "ωB97M-V with the def2-TZVPD basis set",
  "symbols": ["C", "C", "O", "F", "F", "S", "Cl"],
  "positions_angstrom": [[0.77, 0.14, -0.49], [-0.38, 0.71, 0.14], [0.96, -0.05, -1.68], [-0.30, 1.37, 1.25], [-1.20, -0.96, 0.75], [2.00, 0.00, 0.75], [-1.60, 1.24, -1.00]],
  "nbo_charge": [0.19, 0.63, -0.60, -0.26, -0.59, -0.40, 0.01],
  "e_above_lowest_ev": 2.421,
  "total_charge": -1,
  "homo_energy_ev": -3.9,
  "e_tot_ha": -1209.55801,
  "orbital_gap_ev": 6.87
}

=====

# 2
{
  "formula": "C3H4O2",
  "method": "ωB97M-V with the def2-TZVPD basis set",
  "symbols": ["C", "C", "C", "O", "O", "H", "H", "H", "H"],
  "positions_angstrom": [[-0.19, -0.32, -0.50], [-1.79, -0.72, -1.71], [0.79, 0.62, 1.18], [-1.26, -1.29, -0.56], [-0.85, 0.29, -1.64], [0.76, -0.77, -0.81], [0.63, -0.10, 1.97], [0.13, 1.48, 1.26], [1.76, 0.83, 0.81]],
  "nbo_charge": [0.35, 0.48, -0.52, -0.55, -0.55, 0.16, 0.21, 0.21, 0.20],
  "e_above_lowest_ev": 5.576,
  "homo_energy_ev": -10.0,
  "e_tot_ha": -266.98787,
  "orbital_gap_ev": 10.15
}

=====

# 3
{
  "formula": "C5H8N2",
  "method": "ωB97M-V with the def2-TZVPD basis set",
  "symbols": ["C", "N", "N", "C", "C", "C", "C", "H", "H", "H", "H", "H", "H", "H", "H"],
  "positions_angstrom": [[-0.77, 0.00, -1.64], [-0.86, -1.28, -1.30], [0.32, -1.63, -0.35], [0.55, -0.84, 1.02], [-0.24, 0.35, 0.67], [0.17, 1.76, 0.27], [0.22, 0.79, -0.78], [-1.84, 0.15, -2.06], [0.15, -2.65, -0.26], [1.63, -0.57, 1.28], [0.30, -1.38, 1.87], [-1.23, 0.21, 0.93], [1.18, 2.30, 0.73], [-0.81, 2.26, 0.55], [1.22, 0.54, -0.92]],
  "nbo_charge": [0.02, -0.23, -0.55, -0.23, -0.23, -0.39, -0.30, 0.23, 0.37, 0.19, 0.20, 0.21, 0.23, 0.23, 0.24],
  "smiles": "C1=NNC[C@H]2C[C@H]12",
  "e_above_lowest_ev": 5.858,
  "homo_energy_ev": -8.4,
  "e_tot_ha": -304.62022,
  "orbital_gap_ev": 9.53
}

=====

Please write out number 1 again, unchanged.
{
  "formula": "C2ClF2OS",
  "method": "ωB97M-V with the def2-TZVPD basis set",
  "symbols": ["C", "C", "O", "F", "F", "S", "Cl"],
  "positions_angstrom": [[0.77, 0.14, -0.49], [-0.38, 0.71, 0.14], [0.96, -0.05, -1.68], [-0.30, 1.37, 1.25], [-1.20, -0.96, 0.75], [2.00, 0.00, 0.75], [-1.60, 1.24, -1.00]],
  "nbo_charge": [0.19, 0.63, -0.60, -0.26, -0.59, -0.40, 0.01],
  "e_above_lowest_ev": 2.421,
  "total_charge": -1,
  "homo_energy_ev": -3.9,
  "e_tot_ha": -1209.55801,
  "orbital_gap_ev": 6.87
}